# 1
The following is a DFT calculation (ωB97M-V with the def2-TZVPD basis set) of 3 unconnected molecules or ions with the total composition C6H9N3.

Geometry as XYZ:
```
18
Properties=species:S:1:pos:R:3:forces:R:3:nbo_charge:R:1
C 8.143 24.446 -9.947 -0.2 -0.4 -0.1 -0.7283
C 8.760 23.261 -10.553 0.3 0.4 0.2 0.2917
N 9.207 22.326 -11.043 0.0 0.0 0.0 -0.3376
H 8.730 25.355 -10.059 0.1 -0.1 -0.3 0.2748
H 8.008 24.299 -8.876 -0.1 -0.2 0.0 0.2472
H 7.175 24.521 -10.442 -0.1 0.4 0.2 0.2495
C 7.397 28.060 -8.804 0.0 0.5 -0.3 -0.7278
C 7.328 28.810 -10.058 -0.2 0.0 0.2 0.2893
N 7.261 29.381 -11.049 0.1 0.1 -0.1 -0.3382
H 6.507 27.442 -8.715 0.2 -0.3 0.0 0.2513
H 7.386 28.756 -7.965 0.2 0.0 0.0 0.2515
H 8.339 27.518 -8.840 -0.1 -0.3 0.3 0.2711
C 12.345 28.967 -10.142 -0.6 0.3 0.4 -0.7226
C 11.408 27.869 -9.932 0.1 0.0 -0.3 0.3290
N 10.652 27.023 -9.769 -0.1 -0.1 0.1 -0.3815
H 12.218 29.410 -11.126 0.1 -0.3 -0.1 0.2637
H 13.363 28.639 -9.960 0.1 0.1 -0.1 0.2592
H 12.048 29.746 -9.433 0.4 0.0 0.0 0.2574
```
Positions in Å, forces in eV/Å.

Output
SMILES = CC#N.CC#N.CC#N
relative energy (zero: lowest compared OMol25 entry of this formula, charge and spin) = 9.4 kcal per mole

***

# 2
The following is a DFT calculation (ωB97M-V with the def2-TZVPD basis set) of a molecular structure, C4H5O2Sn at a distorted geometry.

Geometry as XYZ:
```
12
Properties=species:S:1:pos:R:3:forces:R:3:nbo_charge:R:1
H -4.091 -1.020 0.616 0.0 -0.1 0.0 0.4901
O -3.517 -0.252 0.683 0.3 0.4 -0.1 -0.6879
C -2.494 -0.357 -0.285 -0.8 -0.6 -0.6 -0.1430
C -1.830 0.944 -0.468 1.5 2.0 0.2 0.1225
C -0.950 1.805 -0.185 -1.6 -0.2 -2.4 -0.1055
H -2.899 -0.683 -1.259 0.2 0.1 0.2 0.2108
H -1.736 -1.103 0.012 0.0 0.4 -0.1 0.2248
H -0.073 2.196 0.312 -0.3 0.1 -0.3 0.2830
C -1.924 2.529 -1.718 0.0 0.3 4.9 -0.1942
O -1.757 2.155 -2.972 -1.8 -6.7 -0.1 -0.9536
Sn -1.185 3.689 -3.703 2.1 5.0 -1.5 1.5386
H -2.927 2.840 -1.359 0.7 -0.6 -0.3 0.2143
```
Positions in Å, forces in eV/Å.

Output
net charge = +1
relative energy (zero: lowest compared OMol25 entry of this formula, charge and spin) = 59.3 kcal per mole

***

# 3
The following is a DFT calculation (ωB97M-V with the def2-TZVPD basis set) of a molecular structure, C3H5O4Sm at a distorted geometry.

Geometry as XYZ:
```
13
Properties=species:S:1:pos:R:3:forces:R:3:mulliken_charge:R:1
C -2.169 -0.047 0.270 -0.5 -0.3 0.0 -0.6876
O -0.855 0.451 0.150 0.6 0.4 -0.2 -0.2645
C -0.016 -0.361 -0.616 -0.8 -0.6 0.3 -0.3547
O 1.271 0.170 -0.532 1.6 1.2 -0.3 -0.3634
Sm 2.621 2.448 -1.006 -0.5 -3.1 2.1 1.4938
H -2.725 0.664 0.891 0.2 -0.2 -0.2 0.2260
H -2.658 -0.121 -0.715 0.1 0.0 0.2 0.3136
H -2.166 -1.038 0.752 -0.1 0.3 -0.1 0.3036
H -0.309 -0.354 -1.679 0.1 0.0 0.2 0.3390
H -0.011 -1.390 -0.221 0.1 0.2 -0.1 0.3473
O 3.013 0.768 0.671 1.2 2.5 -1.6 -0.7384
C 2.153 -0.147 0.644 -2.8 -1.6 1.3 0.8472
O 1.852 -1.043 1.391 0.7 1.3 -1.7 -0.4621
```
Positions in Å, forces in eV/Å.

Output
multiplicity = 7
net charge = +1
relative energy (zero: lowest compared OMol25 entry of this formula, charge and spin) = 85.3 kcal per mole

***

# 4
The following is a DFT calculation (ωB97M-V with the def2-TZVPD basis set) of a single C17H31N2O4P molecule at a distorted geometry.

Geometry as XYZ:
```
55
Properties=species:S:1:pos:R:3:forces:R:3:nbo_charge:R:1
C -3.129 -1.331 1.614 -0.3 0.3 -0.7 -0.7160
C -2.168 -0.203 1.880 0.4 -0.6 0.1 0.4123
C -2.699 0.834 2.833 0.4 -0.7 0.9 -0.6782
N -0.965 -0.106 1.448 -1.5 2.0 -0.6 -0.5195
C -0.596 -0.201 0.045 2.0 -1.0 0.4 -0.0799
C -1.431 0.579 -0.955 0.7 0.1 0.0 0.0995
C -1.940 1.965 -0.617 -0.3 0.2 -0.2 -0.4148
C -0.900 2.832 0.128 -0.3 -0.1 -0.5 -0.3796
C -0.538 4.112 -0.640 0.0 -0.2 0.8 -0.4260
C 0.697 4.770 -0.022 0.2 0.0 -0.1 -0.0571
O 1.803 4.641 -0.918 -0.1 -0.1 0.0 -0.7248
O -2.418 -0.356 -1.400 -0.3 0.2 0.0 -0.5106
C -1.942 -1.628 -1.271 -0.1 -0.3 0.2 0.8023
O -2.595 -2.572 -1.603 0.3 0.3 -0.1 -0.5517
C -0.499 -1.566 -0.675 -0.4 -0.4 -0.3 -0.4309
C 0.336 -1.531 -1.992 -0.2 0.6 0.4 -0.5135
C 1.702 -0.870 -1.891 0.1 0.3 -0.4 0.7353
O 2.031 -0.078 -2.744 -0.1 -0.2 0.3 -0.5452
N 2.565 -1.156 -0.767 0.2 0.4 -0.4 -0.5325
C 3.054 0.126 -0.211 -0.2 -0.1 0.2 -0.4118
C 3.750 -1.852 -1.310 -0.1 0.0 0.1 -0.4150
P -0.150 -3.152 0.252 -1.6 -1.3 -0.1 0.8135
C 1.425 -3.952 -0.239 0.3 0.3 0.7 -0.9251
C 0.089 -2.847 2.041 0.9 1.0 0.0 -0.9330
H -4.132 -0.952 1.410 0.0 0.0 0.0 0.2320
H -2.836 -1.974 0.789 0.0 -0.1 0.2 0.2359
H -3.201 -1.948 2.512 0.1 0.1 0.1 0.2366
H -1.945 1.581 3.058 0.0 0.1 -0.1 0.2320
H -3.010 0.364 3.772 -0.1 0.1 0.0 0.2216
H -3.589 1.282 2.393 0.0 0.1 -0.1 0.2290
H 0.399 0.242 0.012 0.0 -0.1 0.1 0.2050
H -0.726 0.753 -1.778 -0.1 -0.1 -0.1 0.1790
H -2.123 2.459 -1.575 -0.2 -0.1 0.0 0.2152
H -2.906 1.962 -0.109 0.1 -0.2 0.2 0.2128
H 0.028 2.284 0.286 0.0 -0.1 0.2 0.2005
H -1.327 3.087 1.097 0.3 0.0 0.2 0.2075
H -0.332 3.852 -1.678 0.0 0.2 -0.1 0.2210
H -1.376 4.806 -0.574 -0.1 0.0 -0.3 0.2018
H 0.955 4.274 0.918 -0.2 0.0 0.1 0.1572
H 0.509 5.823 0.202 0.1 0.0 -0.1 0.1609
H 2.610 4.616 -0.397 0.0 0.1 -0.1 0.4684
H -0.197 -0.910 -2.711 0.1 -0.1 -0.2 0.2406
H 0.358 -2.523 -2.444 0.2 -0.1 0.1 0.2580
H 3.802 0.594 -0.853 0.1 0.0 0.0 0.1920
H 2.237 0.835 -0.095 0.0 0.0 0.0 0.1999
H 3.459 -0.071 0.781 0.2 0.0 0.0 0.2052
H 4.452 -2.029 -0.497 -0.1 -0.2 0.1 0.2072
H 4.263 -1.240 -2.058 -0.1 0.1 0.0 0.1910
H 3.456 -2.789 -1.777 0.1 -0.1 0.1 0.2036
H 2.273 -3.580 0.336 0.1 0.1 -0.3 0.2219
H 1.629 -3.922 -1.304 0.0 0.1 -0.1 0.2266
H 1.299 -5.001 0.031 -0.1 0.0 -0.1 0.2398
H 0.659 -1.931 2.219 0.0 0.0 0.1 0.2302
H 0.678 -3.657 2.471 -0.2 -0.2 -0.1 0.2384
H -0.848 -2.744 2.578 -0.1 -0.2 -0.1 0.2319
```
Positions in Å, forces in eV/Å.

Output
SMILES = CC(C)=N[C@@H]1[C@H](CCCCO)OC(=O)[C@]1(CC(=O)N(C)C)P(C)C

***

# 5
The following is a DFT calculation (ωB97M-V with the def2-TZVPD basis set) of a molecular structure, C3H8N2S2 at a distorted geometry.

Geometry as XYZ:
```
15
Properties=species:S:1:pos:R:3:forces:R:3:nbo_charge:R:1
C -0.215 0.401 2.158 1.1 -4.0 2.2 -0.5541
C 0.023 -0.606 0.964 -1.6 -0.4 4.0 -0.2469
C 0.498 -0.583 -1.186 -0.9 0.3 -0.9 0.3149
H -0.074 2.230 0.866 2.0 -0.2 1.7 0.1595
H 0.278 -0.346 2.974 -0.9 2.2 -1.1 0.2096
H -1.267 0.478 2.567 1.1 0.6 -1.0 0.2239
H 1.055 -0.911 1.132 0.3 0.1 -0.6 0.1741
H -0.572 -1.519 1.275 0.2 0.8 -0.6 0.1747
H 1.401 -1.597 -1.549 -2.5 2.8 2.7 0.1733
H 0.885 -0.371 -3.075 2.9 -1.7 -4.7 0.3746
H -1.849 0.049 -2.664 -1.5 -1.2 0.1 0.1002
N -0.315 -0.049 -0.273 3.6 -3.3 -2.2 -0.5436
N 0.353 -0.050 -2.405 -4.2 3.3 2.5 -0.7089
S 0.838 1.838 1.967 -2.5 0.8 -1.8 -0.0479
S -1.039 1.036 -2.752 3.0 0.1 -0.3 0.1964
```
Positions in Å, forces in eV/Å.

Output
relative energy (zero: lowest compared OMol25 entry of this formula, charge and spin) = 101.7 kcal per mole

***

# 6
The following is a DFT calculation (ωB97M-V with the def2-TZVPD basis set) of a single C14H19N molecule at a distorted geometry.

Geometry as XYZ:
```
34
Properties=species:S:1:pos:R:3:forces:R:3:nbo_charge:R:1
C -4.488 -0.253 1.051 4.7 -3.2 -3.6 -0.5508
H -3.874 -1.040 1.526 -0.9 0.4 0.2 0.2039
H -5.437 -0.416 0.877 -5.1 -1.5 0.0 0.1882
H -4.382 0.651 1.484 0.9 3.0 1.2 0.1966
C -3.906 -0.300 -0.584 -1.1 8.3 5.3 -0.4187
C -2.527 0.140 -0.294 1.4 2.6 -0.7 0.0419
C -1.597 -0.894 -0.114 3.1 6.1 -1.9 -0.2821
C -0.177 -0.452 -0.274 -0.6 -2.0 3.0 -0.0485
C 0.190 0.902 -0.178 5.8 -5.5 0.9 0.1270
C -0.689 1.831 -0.159 -10.0 0.6 -0.7 -0.1696
C -2.121 1.753 -0.259 2.6 -8.4 0.2 -0.2066
H -2.903 2.440 -0.431 -0.2 1.0 0.0 0.2158
H -0.398 2.731 -0.214 2.6 6.9 0.1 0.1790
N 1.576 1.292 0.097 -4.7 -8.4 0.7 -0.6251
H 1.778 2.168 -0.048 1.7 5.5 -1.0 0.3696
C 2.598 0.250 0.220 2.3 2.1 -1.4 0.1815
C 2.202 -1.295 0.081 -13.1 12.8 -0.1 -0.1443
C 0.849 -1.544 -0.003 4.6 6.8 -1.7 -0.0183
C 0.599 -2.829 -0.210 -10.8 -5.2 -0.2 -0.5640
H -0.204 -3.138 0.794 1.3 0.6 -2.7 0.1686
H -0.067 -3.156 -1.172 1.8 0.8 2.2 0.2176
H 1.257 -3.477 0.074 4.6 -3.8 0.7 0.2097
H 2.936 -1.769 0.133 10.8 -8.4 0.7 0.1538
C 3.388 0.543 1.578 5.3 -6.1 -14.6 -0.5640
H 4.292 -0.020 1.216 -0.5 -1.0 1.9 0.1902
H 2.883 0.334 2.246 -8.0 -3.7 12.1 0.1760
H 3.837 1.328 1.460 3.6 9.7 -0.4 0.1901
C 3.633 0.717 -1.137 -4.7 -12.3 1.6 -0.6019
H 2.966 0.389 -1.923 0.1 1.1 -0.6 0.2195
H 4.012 1.535 -0.994 3.3 9.4 1.0 0.1685
H 4.449 -0.021 -1.150 0.0 0.1 -0.1 0.1822
H -1.856 -1.823 -0.460 -0.6 -2.4 -0.1 0.2054
H -4.435 0.693 -0.964 0.6 -2.7 -0.2 0.2019
H -4.078 -1.195 -0.989 -0.7 -3.2 -1.8 0.2065
```
Positions in Å, forces in eV/Å.

Output
SMILES = CCc1ccc2c(c1)C(C)=CC(C)(C)N2
relative energy (zero: lowest compared OMol25 entry of this formula, charge and spin) = 275.8 kcal per mole

***

no.,E_tot (a.u.)
1,-398.2604
2,-519.7071
3,-1075.8973
4,-1418.1004
5,-1024.8389
6,-599.1443